61
Properties=species:S:1:pos:R:3 method="wB97M-V/def2-TZVPD" orbital_gap_ev="2.281 / 2.319" multiplicity=2 energy_ev=-58519.6555 charge=+4 s_squared=0.763
Sn -25.115 -15.474 -9.543
Sn -24.823 -20.041 -11.118
K -26.544 -19.093 -6.680
C -22.587 -15.465 -13.482
C -22.148 -16.979 -13.731
C -20.845 -17.072 -14.627
C -19.545 -16.869 -13.926
C -19.398 -17.839 -12.764
C -20.692 -17.727 -11.767
N -22.030 -17.720 -12.438
O -23.156 -17.403 -11.487
C -20.378 -16.421 -10.833
C -20.572 -19.022 -10.802
C -23.337 -17.499 -14.492
H -21.856 -14.869 -12.937
H -23.509 -15.414 -12.903
H -22.568 -14.942 -14.438
H -20.965 -16.338 -15.424
H -20.822 -18.021 -15.162
H -19.314 -15.846 -13.628
H -18.813 -17.147 -14.684
H -18.567 -17.411 -12.204
H -19.110 -18.823 -13.135
H -21.054 -16.361 -9.979
H -20.403 -15.492 -11.402
H -19.423 -16.673 -10.371
H -19.567 -19.115 -10.391
H -20.735 -19.970 -11.315
H -21.269 -19.042 -9.964
H -23.250 -18.485 -14.947
H -23.528 -16.864 -15.357
H -24.211 -17.455 -13.843
B -23.984 -18.437 -8.357
H -23.677 -17.440 -8.082
H -24.386 -18.961 -7.504
H -24.829 -18.203 -8.986
H -23.249 -19.107 -8.775
O -20.160 -21.798 -6.431
C -20.035 -20.678 -6.898
O -18.893 -20.086 -7.246
C -18.872 -18.669 -7.192
C -20.130 -18.308 -6.585
C -20.958 -19.539 -7.013
H -18.792 -18.116 -8.128
H -17.967 -18.473 -6.615
H -20.483 -17.315 -6.864
H -20.046 -18.170 -5.507
H -21.415 -19.633 -7.998
H -21.707 -19.755 -6.251
O -23.083 -22.506 -10.088
C -22.973 -22.808 -8.902
O -23.077 -21.863 -7.956
C -23.363 -22.462 -6.729
C -22.998 -23.935 -6.800
C -22.785 -24.156 -8.264
H -24.411 -22.297 -6.478
H -22.645 -22.092 -5.998
H -23.887 -24.450 -6.436
H -22.088 -24.177 -6.251
H -23.351 -24.881 -8.849
H -21.767 -24.413 -8.556



19
Properties=species:S:1:pos:R:3 method="wB97M-V/def2-TZVPD" orbital_gap_ev=8.949 relative_energy_kcal_mol=105.9 energy_ev=-23794.6930
C -3.152 -0.325 -0.714
C -1.658 -0.342 -0.890
S -0.770 -0.617 0.447
O -1.374 -1.476 1.458
C 0.507 0.664 1.088
C 1.584 0.553 -0.006
N 2.762 1.201 0.367
C 1.572 -0.914 -0.523
O 2.610 -1.444 -0.886
O 0.439 -1.602 -0.238
H -3.204 -0.958 0.217
H -3.530 -0.834 -1.613
H -3.382 0.705 -0.479
H -1.100 0.589 -1.301
H 0.895 0.332 2.053
H -0.158 1.562 1.115
H 1.275 1.061 -0.961
H 3.143 0.885 1.222
H 3.542 0.959 -0.357



103
Properties=species:S:1:pos:R:3 method="wB97M-V/def2-TZVPD" orbital_gap_ev="6.072 / 5.827" multiplicity=2 energy_ev=-130493.6769 charge=+1 s_squared=0.768
Ru 0.547 0.025 0.232
C 2.496 0.212 5.624
C 1.634 1.250 5.284
C 0.794 1.128 4.192
C 0.792 -0.043 3.431
C 1.656 -1.075 3.769
C 2.503 -0.945 4.861
N -0.042 -0.126 2.277
C -1.365 -0.019 2.455
C -2.045 -0.111 3.722
C -3.404 -0.073 3.783
C -4.222 0.062 2.623
C -3.630 0.116 1.400
C -2.215 0.067 1.305
N -1.548 0.045 0.129
N -2.173 -0.049 -0.989
C -1.305 -0.117 -2.068
C -1.865 -0.241 -3.340
C -1.035 -0.267 -4.437
C 0.340 -0.157 -4.242
C 0.827 -0.059 -2.956
N 0.041 -0.056 -1.869
H 3.155 0.309 6.475
H 1.624 2.162 5.866
H 0.142 1.946 3.911
H 1.670 -1.978 3.177
H 3.168 -1.760 5.117
H -1.466 -0.240 4.623
H -3.884 -0.161 4.749
H -5.296 0.107 2.726
H -4.201 0.195 0.485
H -2.939 -0.316 -3.420
H -1.447 -0.362 -5.432
H 1.031 -0.149 -5.072
H 1.888 0.024 -2.774
C -1.253 4.141 -1.033
C -0.820 2.821 -0.897
N 0.125 2.422 -0.062
C 0.722 3.384 0.687
C 0.359 4.741 0.615
C -0.667 5.109 -0.267
C 1.046 5.718 1.409
C 2.074 5.365 2.203
C 2.488 3.996 2.291
C 3.576 3.591 3.079
C 3.920 2.267 3.105
C 3.156 1.359 2.366
N 2.118 1.706 1.632
C 1.801 3.006 1.568
H -2.041 4.368 -1.737
H -1.288 2.070 -1.512
H -0.973 6.145 -0.334
H 0.726 6.750 1.338
H 2.608 6.104 2.786
H 4.130 4.328 3.648
H 4.755 1.906 3.689
H 3.395 0.306 2.402
C 0.698 -4.668 4.207
C -0.432 -3.918 3.919
C -0.571 -3.314 2.679
C 0.415 -3.462 1.706
C 1.550 -4.213 2.004
C 1.688 -4.815 3.248
As 0.304 -2.479 0.031
C -1.398 -3.019 -0.770
C -1.399 -3.488 -2.082
C -2.587 -3.863 -2.695
C -3.785 -3.775 -2.005
C -3.793 -3.298 -0.703
C -2.610 -2.915 -0.093
C 1.462 -3.552 -1.112
C 2.279 -3.015 -2.099
C 2.976 -3.846 -2.966
C 2.861 -5.222 -2.855
C 2.037 -5.767 -1.881
C 1.335 -4.938 -1.021
H 0.807 -5.135 5.176
H -1.205 -3.790 4.665
H -1.446 -2.710 2.499
H 2.339 -4.334 1.273
H 2.573 -5.398 3.464
H -0.477 -3.563 -2.642
H -2.569 -4.229 -3.713
H -4.710 -4.073 -2.480
H -4.724 -3.210 -0.159
H -2.661 -2.508 0.908
H 2.404 -1.948 -2.179
H 3.618 -3.413 -3.722
H 3.411 -5.869 -3.525
H 1.932 -6.841 -1.794
H 0.673 -5.379 -0.285
N 7.887 -0.780 -0.992
C 6.758 -0.671 -0.805
C 5.350 -0.534 -0.571
C 4.698 -1.396 0.305
C 3.335 -1.257 0.515
C 2.572 -0.277 -0.127
C 3.270 0.598 -0.969
C 4.628 0.478 -1.206
H 5.259 -2.171 0.812
H 2.868 -1.938 1.220
H 2.744 1.429 -1.436
H 5.139 1.169 -1.863